[1]
ORCA calculation (ωB97M-V with the def2-TZVPD basis set) on C24H29Cl5N5Ru as an isolated structure at a distorted geometry.

```
64
C24H29Cl5N5Ru | the Open Molecules 2025 dataset | ωB97M-V with the def2-TZVPD basis set
Ru 0.9890 -0.1561 0.0345
C 2.0988 2.7808 -0.6841
N 1.1737 2.0970 0.2567
C 1.6593 2.4755 1.6181
C -0.2103 2.5427 0.1428
C -0.5486 3.8185 -0.2744
C -1.8782 4.2228 -0.2626
C -2.8507 3.3464 0.1921
C -2.5183 2.0670 0.6131
C -1.1907 1.6302 0.5823
N -0.7147 0.3425 0.8704
C -1.1622 -0.5119 1.8988
C -2.4594 -0.6186 2.3976
C -2.7619 -1.5695 3.3590
C -1.7855 -2.4265 3.8378
C -0.4882 -2.3297 3.3534
C -0.1832 -1.3842 2.3946
N 1.1893 -1.1991 1.9036
C 1.9507 -0.4573 2.9594
C 1.8948 -2.5097 1.7375
H 2.2508 3.8167 -0.3799
H 1.7241 2.8115 -1.7066
H 3.0509 2.2605 -0.6651
H 1.7396 3.5623 1.6807
H 2.6344 2.0244 1.7837
H 0.9435 2.1452 2.3619
H 0.2199 4.5154 -0.5802
H -2.1436 5.2227 -0.5773
H -3.8867 3.6565 0.2222
H -3.3124 1.4149 0.9281
H -3.2658 -0.0213 2.0127
H -3.7777 -1.6492 3.7212
H -2.0268 -3.1690 4.5854
H 0.2717 -2.9954 3.7376
H 2.0602 -1.1028 3.8309
H 1.3932 0.4205 3.2589
H 2.9315 -0.1960 2.5694
H 2.1373 -2.9293 2.7121
H 2.8175 -2.3297 1.1930
H 1.2594 -3.2032 1.1941
Cl -1.9781 -2.7537 -0.3571
C -0.3651 -2.9614 -0.9325
C 0.5839 -1.9363 -0.8498
C 1.7716 -2.1658 -1.3878
Cl 3.4141 -0.1567 -0.1881
C 2.3080 -3.3339 -1.8509
Cl 3.9235 -3.4861 -2.3834
C 1.3753 -4.3783 -1.9174
Cl 1.8402 -5.8713 -2.5924
C 0.0455 -4.1844 -1.4652
Cl -1.0625 -5.4853 -1.5630
N -1.3143 1.7216 -4.4132
C -1.2709 0.3078 -3.8613
C -0.9778 0.2529 -2.3722
N 0.4170 0.5230 -1.9794
H -1.5923 1.7183 -5.3985
H -0.4076 2.1902 -4.3614
H -1.9917 2.2962 -3.9044
H -0.5333 -0.2339 -4.4526
H -2.2533 -0.1177 -4.0589
H -1.2395 -0.7524 -2.0482
H -1.6326 0.9285 -1.8166
H 0.6496 1.4987 -2.1229
H 1.0655 -0.0356 -2.5362
```

Values from the calculation:
E_LUMO (alpha / beta) = -7.17 / -7.62 eV
frontier orbital gap (alpha / beta) = 5.987 / 5.785 eV
net charge = +2
ΔE to the lowest compared entry with this formula, charge and spin = 28.5 kcal per mole
multiplicity = 2

[2]
ORCA calculation (ωB97M-V with the def2-TZVPD basis set) on the molecule C24H29ClN6O4 at a distorted geometry.

```
64
C24H29ClN6O4 | the Open Molecules 2025 dataset | ωB97M-V with the def2-TZVPD basis set
C -7.7303 -1.5368 0.8332
C -6.3816 -1.1343 0.3584
C -5.6182 -1.5828 -0.6855
C -4.4250 -0.8335 -0.6575
C -4.5451 0.0239 0.4086
C -3.6203 0.9942 0.9080
N -3.7933 1.7689 1.9988
N -2.7284 2.4755 2.1211
N -1.9280 2.1565 1.1387
C -0.6175 2.7050 0.9574
C 0.3118 1.5944 0.4535
O 0.9781 0.9573 1.2493
N 0.3345 1.3393 -0.8667
C -0.4371 2.0116 -1.8880
C 0.4014 2.9893 -2.7223
C 1.1122 4.0407 -1.8761
O 0.1459 4.8315 -1.1998
C 1.2372 0.2887 -1.3182
C 2.6178 0.5359 -0.6408
O 3.1901 1.5855 -0.8546
N 3.1198 -0.4809 0.0663
C 4.3353 -0.3630 0.8476
C 5.0935 -1.6935 0.8169
C 4.4965 -2.4753 1.9834
C 4.3639 -1.4158 3.0771
C 4.0146 -0.1159 2.3364
C 0.6732 -1.1006 -1.1551
C -0.5411 -1.3436 -0.5268
C -1.0271 -2.6344 -0.4046
C -0.2963 -3.6930 -0.9163
Cl -0.8984 -5.3065 -0.7647
C 0.9116 -3.4701 -1.5607
C 1.3855 -2.1781 -1.6802
N -2.4338 1.2337 0.3450
O -5.7334 -0.1619 1.0218
H -7.6816 -1.8718 1.8683
H -8.4145 -0.6904 0.7895
H -8.1148 -2.3407 0.2130
H -5.8782 -2.3520 -1.3836
H -3.5882 -0.9063 -1.3212
H -0.2643 3.0272 1.9398
H -0.6400 3.5623 0.2767
H -0.8609 1.2461 -2.5459
H -1.2689 2.5438 -1.4341
H -0.2662 3.4862 -3.4271
H 1.1653 2.4536 -3.2865
H 1.7817 3.5478 -1.1595
H 1.7184 4.6725 -2.5366
H 0.5949 5.5682 -0.7742
H 1.4236 0.4616 -2.3844
H 2.4890 -1.2163 0.3483
H 4.9009 0.4584 0.4033
H 4.9830 -2.2003 -0.1406
H 6.1537 -1.5131 0.9957
H 5.1219 -3.3126 2.2893
H 3.5141 -2.8661 1.7115
H 3.6095 -1.6808 3.8156
H 5.3182 -1.3073 3.5944
H 4.5888 0.7244 2.7220
H 2.9584 0.1323 2.4336
H -1.1301 -0.5265 -0.1397
H -1.9723 -2.8128 0.0836
H 1.4688 -4.2993 -1.9670
H 2.3222 -1.9996 -2.1880
```

Values from the calculation:
E_LUMO = 0.60 eV
frontier orbital gap = 8.881 eV
SMILES = Cc1ccc(-c2nnn(CC(=O)N(CCCO)[C@@H](C(=O)NC3CCCC3)c3ccc(Cl)cc3)n2)o1

[3]
ORCA calculation (ωB97M-V with the def2-TZVPD basis set) on C24H29CoN2O4S as an isolated structure.

```
61
C24H29CoN2O4S | the Open Molecules 2025 dataset | ωB97M-V with the def2-TZVPD basis set
Co 0.3334 0.1419 0.0556
C -2.1334 -4.5619 2.7711
C -1.1775 -3.5822 3.4361
N 0.1113 -3.5219 2.7686
C 0.9394 -4.7144 2.8713
C 1.0242 -5.5046 1.5759
C 0.5779 -2.4225 2.1366
S -0.4209 -1.0303 2.0396
N 1.8371 -2.5709 1.7105
C 2.4475 -1.8439 0.7824
O 1.9644 -1.0238 -0.0520
C 3.9333 -2.0921 0.6734
C 4.6804 -1.3032 -0.1944
C 6.0437 -1.5089 -0.3234
C 6.6695 -2.5091 0.4080
C 5.9285 -3.3010 1.2750
C 4.5650 -3.0923 1.4089
H -3.1238 -4.4803 3.2174
H -1.8023 -5.5951 2.8737
H -2.2184 -4.3306 1.7128
H -1.0003 -3.8671 4.4802
H -1.6093 -2.5845 3.4318
H 0.4981 -5.3304 3.6584
H 1.9386 -4.4174 3.1933
H 0.0350 -5.7928 1.2269
H 1.6114 -6.4087 1.7283
H 1.5019 -4.9085 0.8025
H 4.1738 -0.5346 -0.7601
H 6.6188 -0.8888 -0.9981
H 7.7341 -2.6738 0.3002
H 6.4135 -4.0817 1.8470
H 3.9731 -3.6946 2.0806
C -5.3817 -4.1046 -0.4892
C -4.2754 -3.2456 -1.0380
C -2.9547 -3.6707 -0.9860
C -1.9155 -2.8895 -1.4718
C -0.5005 -3.3959 -1.4469
C -2.2106 -1.6454 -2.0293
C -3.5311 -1.2127 -2.1269
C -3.8457 0.1123 -2.7627
C -4.5457 -2.0165 -1.6205
C -1.1014 -0.7386 -2.5298
O -0.8267 -0.7274 -3.7203
O -0.5791 0.0124 -1.6354
H -5.0527 -4.6418 0.4008
H -5.7120 -4.8476 -1.2172
H -6.2471 -3.5010 -0.2185
H -2.7279 -4.6384 -0.5556
H -0.4606 -4.4201 -1.0762
H 0.1352 -2.7813 -0.8078
H -0.0694 -3.3701 -2.4479
H -3.3148 0.9211 -2.2591
H -4.9150 0.3193 -2.7193
H -3.5207 0.1232 -3.8038
H -5.5708 -1.6701 -1.6813
C 1.9817 1.9826 1.8969
C 0.8066 1.9060 0.9136
O 0.1403 2.9186 0.7911
H 1.7347 2.6440 2.7266
H 2.8303 2.4049 1.3562
H 2.2723 0.9994 2.2713
```

Values from the calculation:
E_LUMO (alpha / beta) = 2.59 / 2.57 eV
frontier orbital gap (alpha / beta) = 6.329 / 6.946 eV
net charge = -1
multiplicity = 4

Across the entries above, electronic energy takes the values -3600.95044 -2021.64146 -3123.51049 Eh, respectively.